1.
ORCA calculation (wB97M-V/def2-TZVPD) on H4N4 in the gas phase in a non-equilibrium geometry.

Geometry as XYZ:
```
8
Properties=species:S:1:pos:R:3:lowdin_charge:R:1
N -0.736 0.814 1.048 0.09
N -1.050 -0.378 -0.708 0.07
N 1.148 -0.231 0.233 0.08
N -0.285 0.099 0.144 -0.56
H -1.755 1.001 0.898 0.06
H -0.512 -1.063 -1.573 0.15
H 1.410 -0.610 -0.718 0.08
H 1.779 0.369 0.676 0.03
```

energy relative to the best compared isomer or geometry (same formula, charge and spin) = 56.53 kcal per mole
LUMO energy (alpha / beta) = 0.93 / -1.28 eV
maximum force = 10.11 eV/Å
highest occupied orbital energy (alpha / beta) = -5.7 / -10.1 eV
expectation value of S² = 2.01
charge = 0
spin multiplicity = 3
HOMO-LUMO gap (alpha / beta) = 6.631 / 8.838 eV

2.
ORCA calculation (wB97M-V/def2-TZVPD) on H4N4O2 in the gas phase in a non-equilibrium geometry.

Geometry as XYZ:
```
10
Properties=species:S:1:pos:R:3:lowdin_charge:R:1
N -2.077 -0.249 -0.257 0.01
N -0.779 -0.745 -0.365 -0.13
N 0.171 0.182 -0.247 0.06
N 1.343 -0.012 0.105 -0.38
O 1.917 -1.016 0.489 0.00
O 2.102 1.178 -0.102 0.04
H -2.221 0.234 0.632 0.08
H -2.224 0.435 -0.994 0.08
H -0.637 -1.663 0.043 0.13
H 2.403 1.655 0.694 0.12
```

energy relative to the best compared isomer or geometry (same formula, charge and spin) = 22.70 kcal per mole
LUMO energy = 0.79 eV
maximum force = 2.43 eV/Å
highest occupied orbital energy = -8.9 eV
charge = 0
SMILES string = NN/N=[N+](\[O-])O
HOMO-LUMO gap = 9.698 eV

3.
ORCA calculation (wB97M-V/def2-TZVPD) on a gas-phase ion, H4NO2P2 (charge -1) in a non-equilibrium geometry.

Geometry as XYZ:
```
9
Properties=species:S:1:pos:R:3:lowdin_charge:R:1
N 1.338 0.276 0.564 -0.14
O 0.529 1.039 -1.784 -0.45
O -1.027 1.463 0.366 -0.61
P -0.815 -1.469 -0.735 0.52
P 0.079 0.524 -0.485 0.02
H 0.761 0.055 1.328 -0.01
H 1.976 1.006 0.387 0.02
H -1.939 -0.779 -0.302 -0.21
H -0.903 -2.115 0.661 -0.14
```

energy relative to the best compared isomer or geometry (same formula, charge and spin) = 38.88 kcal per mole
LUMO energy = 4.43 eV
maximum force = 6.86 eV/Å
highest occupied orbital energy = -4.2 eV
charge = -1
SMILES string = N[P@](=O)([O-])P
HOMO-LUMO gap = 8.600 eV

4.
ORCA calculation (wB97M-V/def2-TZVPD) on 3 unconnected molecules or ions with the total composition H4NO2SSi in a non-equilibrium geometry.

Geometry as XYZ:
```
9
Properties=species:S:1:pos:R:3:lowdin_charge:R:1
N 0.712 1.169 1.123 -0.37
O -2.970 -2.128 -0.844 -0.55
O -1.163 -3.600 -0.155 -0.57
Si 0.198 0.284 -0.167 0.34
S -2.139 -2.594 0.237 0.57
H 1.234 0.549 1.842 -0.09
H 0.673 -0.717 -1.158 -0.12
H -1.019 -1.219 0.712 -0.11
H -0.731 1.365 -0.662 -0.10
```

energy relative to the best compared isomer or geometry (same formula, charge and spin) = 62.07 kcal per mole
LUMO energy = 3.66 eV
maximum force = 3.21 eV/Å
highest occupied orbital energy = -3.9 eV
charge = -1
HOMO-LUMO gap = 7.604 eV

5.
ORCA calculation (wB97M-V/def2-TZVPD) on a molecular structure, H4NO3PSi in a non-equilibrium geometry.

Geometry as XYZ:
```
10
Properties=species:S:1:pos:R:3:lowdin_charge:R:1
N 0.410 -0.044 -1.311 -0.26
O 4.469 -0.471 -0.814 -0.32
O 3.626 1.307 0.852 -0.32
O 2.412 -0.940 0.611 -0.40
Si 0.740 -0.491 0.238 0.18
P 3.412 0.087 0.054 0.37
H 0.834 -0.587 -2.058 -0.11
H 0.475 0.609 1.169 -0.06
H 0.277 -1.732 0.920 -0.08
H -16.656 2.263 0.339 -1.00
```

energy relative to the best compared isomer or geometry (same formula, charge and spin) = 28.45 kcal per mole
LUMO energy = 4.18 eV
maximum force = 2.71 eV/Å
highest occupied orbital energy = 1.4 eV
charge = -2
HOMO-LUMO gap = 2.757 eV

6.
ORCA calculation (wB97M-V/def2-TZVPD) on H4NOPS2 in the gas phase in a non-equilibrium geometry.

Geometry as XYZ:
```
9
Properties=species:S:1:pos:R:3:lowdin_charge:R:1
N -1.204 0.414 0.795 -0.10
O 0.097 0.144 -1.587 -0.28
P 0.532 0.127 -0.036 -0.07
S 2.170 1.020 0.407 0.21
S 0.606 -1.951 0.226 0.48
H -1.191 1.350 0.844 -0.06
H -1.810 -0.021 0.065 0.04
H 0.610 0.638 -2.136 0.00
H 0.190 -1.720 1.421 -0.22
```

energy relative to the best compared isomer or geometry (same formula, charge and spin) = 22.62 kcal per mole
LUMO energy = 0.46 eV
maximum force = 6.74 eV/Å
highest occupied orbital energy = -9.3 eV
charge = 0
SMILES string = N[P@@](O)(=S)S
HOMO-LUMO gap = 9.719 eV

7.
ORCA calculation (wB97M-V/def2-TZVPD) on a molecular structure, H4NOPS2 in a non-equilibrium geometry.

Geometry as XYZ:
```
9
Properties=species:S:1:pos:R:3:lowdin_charge:R:1
N -1.108 -0.270 -1.446 -0.20
O 1.372 -0.077 -0.993 -0.30
P -0.052 -0.101 -0.391 0.28
S 0.298 -1.737 1.225 0.41
S 0.165 2.300 0.904 0.27
H -2.070 -0.485 -1.276 0.00
H 1.682 -0.100 -1.932 0.13
H -0.834 -1.434 1.831 -0.24
H 0.546 1.903 2.079 -0.33
```

energy relative to the best compared isomer or geometry (same formula, charge and spin) = 65.41 kcal per mole
LUMO energy = -1.51 eV
maximum force = 3.05 eV/Å
highest occupied orbital energy = -9.1 eV
charge = 0
HOMO-LUMO gap = 7.635 eV

8.
ORCA calculation (wB97M-V/def2-TZVPD) on 2 unconnected molecules or ions with the total composition H4NPSi in a non-equilibrium geometry.

Geometry as XYZ:
```
7
Properties=species:S:1:pos:R:3:lowdin_charge:R:1
N 0.752 -0.236 -0.325 -0.72
Si -0.926 -0.336 -0.187 0.39
P 2.221 0.097 -0.297 0.69
H -0.935 -1.742 0.435 -0.07
H -1.799 0.594 0.712 -0.09
H -1.591 -0.165 -1.569 -0.08
H 2.279 1.788 1.231 -0.13
```

energy relative to the best compared isomer or geometry (same formula, charge and spin) = 46.96 kcal per mole
LUMO energy = -1.06 eV
maximum force = 2.91 eV/Å
highest occupied orbital energy = -8.4 eV
charge = 0
HOMO-LUMO gap = 7.299 eV

9.
ORCA calculation (wB97M-V/def2-TZVPD) on 2 unconnected molecules or ions with the total composition H4NS.

Geometry as XYZ:
```
6
Properties=species:S:1:pos:R:3:lowdin_charge:R:1
N 0.502 -1.426 0.063 -0.04
H 1.206 -0.750 -0.233 -0.01
H 0.143 -1.050 0.945 -0.02
H -0.293 -1.103 -0.503 -0.02
S -1.223 1.964 0.321 -0.39
H -0.336 2.365 -0.593 -0.51
```

energy relative to the best compared isomer or geometry (same formula, charge and spin) = 2.27 kcal per mole
LUMO energy = 4.86 eV
maximum force = 0.94 eV/Å
highest occupied orbital energy = -2.6 eV
charge = -1
HOMO-LUMO gap = 7.450 eV

10.
ORCA calculation (wB97M-V/def2-TZVPD) on a molecular structure, H4Na8O14S3 in a non-equilibrium geometry.

Geometry as XYZ:
```
29
Properties=species:S:1:pos:R:3:lowdin_charge:R:1
Na -2.858 -6.727 -19.873 0.69
Na -6.382 -3.963 -16.693 0.53
Na -3.587 -3.388 -18.634 0.49
Na -6.357 -6.989 -14.385 0.65
Na -3.093 -8.113 -14.744 0.60
Na -4.086 -2.164 -14.676 0.66
Na -5.633 -8.005 -17.437 0.55
Na -0.603 -6.033 -16.977 0.74
S -5.279 -1.082 -17.819 0.15
O -5.873 -2.224 -18.540 -0.38
O -3.895 -0.972 -18.183 -0.37
O -5.998 0.090 -18.249 -0.34
O -5.454 -1.287 -16.384 -0.43
S -3.523 -5.270 -16.270 0.23
O -2.998 -5.534 -17.597 -0.33
O -4.106 -3.945 -16.303 -0.32
O -4.551 -6.245 -15.933 -0.43
O -2.430 -5.353 -15.338 -0.38
S -5.799 -5.899 -19.703 0.26
O -4.610 -5.079 -19.995 -0.41
O -6.421 -5.425 -18.475 -0.37
O -6.676 -5.748 -20.903 -0.33
O -5.353 -7.308 -19.633 -0.44
O -0.276 -6.295 -14.300 -0.04
H -1.154 -5.977 -14.508 -0.05
H 0.246 -5.501 -14.184 0.07
O -2.984 -3.959 -13.145 -0.02
H -3.828 -4.406 -13.077 0.04
H -2.548 -4.381 -13.885 -0.02
```

energy relative to the best compared isomer or geometry (same formula, charge and spin) = 0.00 kcal per mole
LUMO energy (alpha / beta) = -5.48 / -5.68 eV
maximum force = 7.46 eV/Å
highest occupied orbital energy (alpha / beta) = -8.5 / -8.5 eV
expectation value of S² = 0.75
charge = +1
spin multiplicity = 2
HOMO-LUMO gap (alpha / beta) = 3.006 / 2.805 eV

11.
ORCA calculation (wB97M-V/def2-TZVPD) on 2 unconnected molecules or ions with the total composition H4O2 in a non-equilibrium geometry.

Geometry as XYZ:
```
6
Properties=species:S:1:pos:R:3:lowdin_charge:R:1
O -0.876 -0.603 1.585 -0.25
H -0.854 -1.417 1.081 -0.02
H -0.191 -0.061 1.194 -0.04
O 0.305 0.536 -1.163 -0.46
H 1.192 0.195 -1.044 -0.12
H 0.424 1.349 -1.653 -0.11
```

energy relative to the best compared isomer or geometry (same formula, charge and spin) = 3.63 kcal per mole
LUMO energy (alpha / beta) = 4.89 / 4.85 eV
maximum force = 1.56 eV/Å
highest occupied orbital energy (alpha / beta) = 1.2 / -6.4 eV
expectation value of S² = 0.75
charge = -1
spin multiplicity = 2
HOMO-LUMO gap (alpha / beta) = 3.735 / 11.240 eV

12.
ORCA calculation (wB97M-V/def2-TZVPD) on 2 unconnected molecules or ions with the total composition H4O2 in a non-equilibrium geometry.

Geometry as XYZ:
```
6
Properties=species:S:1:pos:R:3:lowdin_charge:R:1
H -0.179 -0.772 -1.512 0.06
H -0.273 -1.370 -0.114 0.09
H -0.231 1.146 1.238 0.04
H 0.549 0.634 0.056 0.00
O -0.555 -0.575 -0.648 -0.07
O 0.689 0.937 0.980 -0.11
```

energy relative to the best compared isomer or geometry (same formula, charge and spin) = 6.11 kcal per mole
LUMO energy = 0.65 eV
maximum force = 1.91 eV/Å
highest occupied orbital energy = -10.7 eV
charge = 0
SMILES string = O.O
HOMO-LUMO gap = 11.345 eV

13.
ORCA calculation (wB97M-V/def2-TZVPD) on 2 unconnected molecules or ions with the total composition H4O2 in a non-equilibrium geometry.

Geometry as XYZ:
```
6
Properties=species:S:1:pos:R:3:lowdin_charge:R:1
H -0.589 -0.783 -1.919 0.08
H 0.275 -1.019 -0.733 0.03
H -0.491 0.239 1.729 0.05
H 0.740 0.971 1.237 0.03
O 0.283 -0.436 -1.523 -0.11
O -0.218 1.028 1.210 -0.07
```

energy relative to the best compared isomer or geometry (same formula, charge and spin) = 9.33 kcal per mole
LUMO energy = 0.67 eV
maximum force = 3.07 eV/Å
highest occupied orbital energy = -11.1 eV
charge = 0
SMILES string = O.O
HOMO-LUMO gap = 11.822 eV

14.
ORCA calculation (wB97M-V/def2-TZVPD) on 2 unconnected molecules or ions with the total composition H4O2 in a non-equilibrium geometry.

Geometry as XYZ:
```
6
Properties=species:S:1:pos:R:3:lowdin_charge:R:1
H -1.086 -0.702 0.610 0.05
H -1.189 -1.534 -0.706 0.11
H 0.780 0.199 -0.036 0.00
H 1.139 1.769 -0.068 0.05
O -0.757 -0.691 -0.301 -0.10
O 1.113 0.960 0.500 -0.11
```

energy relative to the best compared isomer or geometry (same formula, charge and spin) = 5.49 kcal per mole
LUMO energy = 0.66 eV
maximum force = 3.37 eV/Å
highest occupied orbital energy = -10.8 eV
charge = 0
SMILES string = O.O
HOMO-LUMO gap = 11.409 eV

15.
ORCA calculation (wB97M-V/def2-TZVPD) on 2 unconnected molecules or ions with the total composition H4O2.

Geometry as XYZ:
```
6
Properties=species:S:1:pos:R:3:lowdin_charge:R:1
H -1.441 -0.814 0.214 0.05
H -1.379 0.737 0.156 0.05
H 1.528 0.789 -0.010 0.02
H 0.783 -0.509 0.124 0.00
O -1.107 -0.065 -0.279 -0.04
O 1.616 -0.138 -0.204 -0.07
```

energy relative to the best compared isomer or geometry (same formula, charge and spin) = 5.70 kcal per mole
LUMO energy = 0.60 eV
maximum force = 0.78 eV/Å
highest occupied orbital energy = -10.8 eV
charge = 0
SMILES string = O.O
HOMO-LUMO gap = 11.448 eV

16.
ORCA calculation (wB97M-V/def2-TZVPD) on 2 unconnected molecules or ions with the total composition H4O2 in a non-equilibrium geometry.

Geometry as XYZ:
```
6
Properties=species:S:1:pos:R:3:lowdin_charge:R:1
H 1.011 0.024 1.356 0.06
H 1.329 0.074 -0.279 0.12
H -1.883 0.040 -0.790 0.04
H -0.413 -0.165 -0.146 0.00
O 1.093 0.611 0.584 -0.10
O -1.137 -0.583 -0.725 -0.11
```

energy relative to the best compared isomer or geometry (same formula, charge and spin) = 8.73 kcal per mole
LUMO energy = 0.75 eV
maximum force = 3.25 eV/Å
highest occupied orbital energy = -11.2 eV
charge = 0
SMILES string = O.O
HOMO-LUMO gap = 11.910 eV

17.
ORCA calculation (wB97M-V/def2-TZVPD) on 2 unconnected molecules or ions with the total composition H4O2 in a non-equilibrium geometry.

Geometry as XYZ:
```
6
Properties=species:S:1:pos:R:3:lowdin_charge:R:1
O 0.709 2.284 -0.329 -0.09
H -0.063 1.848 -0.758 0.04
H 1.130 1.572 0.205 0.05
O -0.287 -1.853 0.551 -0.09
H -0.705 -2.697 0.267 0.05
H -0.783 -1.155 0.065 0.04
```

energy relative to the best compared isomer or geometry (same formula, charge and spin) = 5.98 kcal per mole
LUMO energy = 0.47 eV
maximum force = 1.26 eV/Å
highest occupied orbital energy = -11.6 eV
charge = 0
SMILES string = O.O
HOMO-LUMO gap = 12.070 eV

18.
ORCA calculation (wB97M-V/def2-TZVPD) on 2 unconnected molecules or ions with the total composition H4O2.

Geometry as XYZ:
```
6
Properties=species:S:1:pos:R:3:lowdin_charge:R:1
H 0.134 2.295 0.149 0.04
H 0.242 0.789 0.252 -0.01
H 0.268 -1.747 -0.742 0.04
H -0.853 -1.728 0.243 0.04
O 0.672 1.601 0.561 -0.08
O -0.465 -1.211 -0.462 -0.03
```

energy relative to the best compared isomer or geometry (same formula, charge and spin) = 0.71 kcal per mole
LUMO energy = 0.76 eV
maximum force = 0.75 eV/Å
highest occupied orbital energy = -11.1 eV
charge = 0
SMILES string = O.O
HOMO-LUMO gap = 11.841 eV

19.
ORCA calculation (wB97M-V/def2-TZVPD) on 2 unconnected molecules or ions with the total composition H4O2 in a non-equilibrium geometry.

Geometry as XYZ:
```
6
Properties=species:S:1:pos:R:3:lowdin_charge:R:1
H -1.036 0.472 -0.972 0.10
H -1.762 0.774 0.361 0.04
H 0.736 -0.070 0.115 -0.01
H 0.975 -1.283 -0.688 0.04
O -0.946 0.985 -0.093 -0.08
O 1.082 -0.972 0.241 -0.09
```

energy relative to the best compared isomer or geometry (same formula, charge and spin) = 6.32 kcal per mole
LUMO energy = 0.56 eV
maximum force = 2.74 eV/Å
highest occupied orbital energy = -11.1 eV
charge = 0
SMILES string = O.O
HOMO-LUMO gap = 11.623 eV

20.
ORCA calculation (wB97M-V/def2-TZVPD) on 2 unconnected molecules or ions with the total composition H4O2 in a non-equilibrium geometry.

Geometry as XYZ:
```
6
Properties=species:S:1:pos:R:3:lowdin_charge:R:1
H 0.501 -0.201 -0.167 -0.01
H 1.630 0.815 0.229 0.01
H -1.744 0.802 0.114 0.06
H -1.665 -0.599 0.545 0.04
O 1.457 -0.086 -0.005 -0.08
O -1.297 -0.017 -0.085 -0.01
```

energy relative to the best compared isomer or geometry (same formula, charge and spin) = 2.82 kcal per mole
LUMO energy = 0.62 eV
maximum force = 1.80 eV/Å
highest occupied orbital energy = -10.7 eV
charge = 0
SMILES string = O.O
HOMO-LUMO gap = 11.349 eV

| no. | E_tot (hartree) |
| --- | --- |
| 1 | -221.1521 |
| 2 | -371.7004 |
| 3 | -890.4180 |
| 4 | -895.2746 |
| 5 | -913.7499 |
| 6 | -1270.1598 |
| 7 | -1270.0916 |
| 8 | -687.8735 |
| 9 | -455.3711 |
| 10 | -3548.8623 |
| 11 | -152.8301 |
| 12 | -152.8652 |
| 13 | -152.8601 |
| 14 | -152.8662 |
| 15 | -152.8659 |
| 16 | -152.8610 |
| 17 | -152.8654 |
| 18 | -152.8738 |
| 19 | -152.8649 |
| 20 | -152.8704 |